Entry 1:
The following is a DFT calculation (ωB97M-V with the def2-TZVPD basis set) of a molecular structure, C28H16Cl5LiP.

The geometry in XYZ format:
```
51
C28H16Cl5LiP | OMol25 | ωB97M-V with the def2-TZVPD basis set
Li -0.210 -0.080 -0.350
C -0.071 4.684 4.871
C 0.528 4.928 3.646
C 0.625 3.911 2.715
C 0.133 2.640 2.994
C -0.452 2.402 4.233
C -0.552 3.419 5.163
P 0.351 1.390 1.655
C -0.994 0.261 2.151
C -2.280 0.797 2.164
C -3.371 0.007 2.466
C -3.195 -1.335 2.762
C -1.923 -1.878 2.741
C -0.827 -1.091 2.424
C 1.835 0.563 2.301
C 2.463 0.840 3.492
C 3.648 0.166 3.820
C 4.188 -0.756 2.965
C 3.576 -1.043 1.727
C 4.105 -1.965 0.806
C 3.490 -2.136 -0.404
C 2.324 -1.423 -0.729
C 1.699 -0.542 0.138
C 2.374 -0.368 1.379
H -0.165 5.481 5.595
H 0.912 5.912 3.415
H 1.089 4.085 1.752
H -0.821 1.414 4.472
H -1.007 3.226 6.125
H -2.412 1.847 1.943
H -4.362 0.439 2.462
H -4.048 -1.952 3.009
H -1.787 -2.928 2.967
H 0.161 -1.529 2.410
H 2.067 1.569 4.189
H 4.136 0.386 4.763
H 5.107 -1.271 3.224
H 4.998 -2.520 1.066
H 3.907 -2.832 -1.126
H 1.913 -1.581 -1.722
Cl -0.820 -2.698 -2.245
C -2.079 -1.521 -2.263
C -1.845 -0.346 -1.560
C -2.897 0.559 -1.613
Cl -2.665 2.082 -0.840
C -4.100 0.330 -2.272
Cl -5.391 1.480 -2.229
C -4.259 -0.849 -2.989
Cl -5.704 -1.134 -3.886
C -3.231 -1.785 -2.996
Cl -3.412 -3.231 -3.926
```

Results
- Gap between HOMO and LUMO: 7.31 eV
- Charge: -1
- Electronic energy: -3726.5117 a.u.
- E_HOMO: -4.7 eV
- 2S+1: 1

natural (NBO) atomic charge list, values in e, 8 entries:
1. Li 0.7790
2. C -0.2260
3. C -0.2074
4. C -0.2425
5. C -0.2164
6. C -0.2347
7. C -0.2216
8. P 0.8119

Entry 2:
The following is a DFT calculation (ωB97M-V with the def2-TZVPD basis set) of 5 unconnected molecules or ions with the total composition C28H16F39NO7S at a distorted geometry.

The geometry in XYZ format:
```
92
C28H16F39NO7S | OMol25 | ωB97M-V with the def2-TZVPD basis set
O 2.469 -1.806 6.548
C 3.074 -1.584 7.527
O 4.457 -1.682 7.561
C 4.748 -0.763 8.549
O 5.609 -0.943 9.320
C 3.585 0.094 8.963
C 3.498 1.371 9.735
F 3.114 2.236 8.711
F 2.499 1.462 10.572
C 4.831 2.040 10.197
F 5.876 1.687 9.488
F 4.737 3.352 10.025
C 5.046 1.809 11.733
F 4.425 2.768 12.361
F 4.618 0.646 12.118
F 6.313 1.920 12.025
C 2.546 -0.632 8.567
N 1.185 -0.482 8.937
C 1.064 -1.226 9.861
S 1.107 -2.305 10.967
F -2.011 1.046 2.721
C -1.734 2.365 2.723
F -1.649 2.757 1.424
C -0.416 2.671 3.431
F 0.617 2.101 2.772
F -0.229 4.018 3.353
C -0.337 2.297 4.920
O 0.298 1.070 5.234
C -0.446 -0.095 5.196
F -1.756 0.186 5.044
F -0.313 -0.675 6.404
C 0.069 -1.069 4.138
F 0.017 -0.513 2.906
F -0.707 -2.176 4.119
H -2.566 2.902 3.187
H 0.301 3.051 5.379
H -1.301 2.396 5.421
H 1.100 -1.357 4.349
F -0.485 2.642 -3.310
C 0.379 2.759 -2.279
F 1.457 3.445 -2.734
C 0.828 1.395 -1.755
F 1.515 0.722 -2.706
F 1.705 1.629 -0.740
C -0.272 0.484 -1.186
O -0.780 -0.524 -2.050
C -1.797 -0.200 -2.928
F -2.283 1.028 -2.668
F -2.803 -1.072 -2.695
C -1.356 -0.355 -4.380
F -0.305 0.449 -4.662
F -2.361 -0.003 -5.218
H -0.089 3.347 -1.485
H 0.196 -0.075 -0.376
H -1.072 1.051 -0.710
H -1.064 -1.380 -4.590
F -0.790 -6.692 -3.846
C -1.420 -5.513 -4.015
F -2.404 -5.706 -4.926
C -0.465 -4.431 -4.520
F 0.012 -4.744 -5.740
F -1.204 -3.288 -4.674
C 0.711 -4.074 -3.592
O 1.960 -4.675 -3.886
C 2.227 -5.935 -3.387
F 1.280 -6.314 -2.508
F 3.382 -5.841 -2.694
C 2.421 -6.958 -4.505
F 1.314 -7.047 -5.270
F 2.652 -8.180 -3.973
H -1.883 -5.214 -3.070
H 0.891 -3.009 -3.739
H 0.449 -4.175 -2.539
H 3.263 -6.679 -5.141
F -3.582 4.196 -9.739
C -2.324 3.730 -9.603
F -1.883 3.394 -10.841
C -2.267 2.505 -8.691
F -2.958 1.479 -9.233
F -0.964 2.108 -8.641
C -2.722 2.710 -7.236
O -4.050 2.319 -6.921
C -5.080 3.208 -7.144
F -4.603 4.426 -7.465
F -5.734 3.346 -5.969
C -6.069 2.682 -8.183
F -5.457 2.464 -9.364
F -7.046 3.595 -8.390
H -1.685 4.532 -9.220
H -2.103 2.046 -6.635
H -2.497 3.712 -6.871
H -6.519 1.745 -7.846
```

Results
- Gap between HOMO and LUMO: 9.32 eV
- Charge: 0
- Electronic energy: -5950.9141 a.u.
- E_HOMO: -10.8 eV
- 2S+1: 1

Löwdin atomic charge list, values in e, 8 entries:
1. O 0.2141
2. C -0.3555
3. O 0.1885
4. C -0.3775
5. O 0.2169
6. C 0.0638
7. C -0.3635
8. F 0.0981

Entry 3:
The following is a DFT calculation (ωB97M-V with the def2-TZVPD basis set) of a molecular structure, C28H18BrIrN3O5 at a distorted geometry.

The geometry in XYZ format:
```
56
C28H18BrIrN3O5 | OMol25 | ωB97M-V with the def2-TZVPD basis set
Ir -1.076 0.036 0.460
O 0.061 -1.656 -3.581
C 0.276 -2.929 -3.219
C 0.904 -3.762 -4.139
C 1.145 -5.088 -3.842
C 0.775 -5.599 -2.604
C 0.194 -4.779 -1.660
C -0.072 -3.435 -1.940
C -0.601 -2.517 -0.942
O -1.027 -1.357 -1.342
N -0.542 -2.822 0.353
N -0.875 -1.851 1.185
C -0.765 -2.091 2.514
C -1.218 -1.207 3.490
C -0.865 -1.388 4.850
C -1.205 -0.480 5.817
C -1.955 0.658 5.492
C -2.396 0.842 4.202
C -2.071 -0.062 3.171
O -2.569 0.093 1.994
H -0.409 -1.221 -2.819
H 1.195 -3.332 -5.086
H 1.628 -5.722 -4.572
H 0.955 -6.638 -2.376
H -0.060 -5.153 -0.681
H -0.249 -3.001 2.801
H -0.290 -2.265 5.106
H -0.882 -0.623 6.839
H -2.191 1.389 6.254
H -2.994 1.702 3.934
N 6.129 0.630 2.188
C 5.028 0.549 1.869
C 3.678 0.445 1.483
C 3.242 -0.669 0.765
C 1.918 -0.768 0.389
C 0.997 0.225 0.721
C 1.448 1.345 1.422
C 2.773 1.459 1.800
H 3.939 -1.450 0.500
H 1.618 -1.637 -0.180
H 0.768 2.152 1.662
H 3.112 2.332 2.339
Br -2.650 5.730 -0.247
C -1.820 5.022 -1.797
C -1.872 5.778 -2.957
C -1.275 5.301 -4.110
C -0.658 4.059 -4.112
C -0.639 3.300 -2.957
C -1.201 3.783 -1.777
C -1.122 2.926 -0.531
O -1.041 3.425 0.582
O -1.141 1.685 -0.804
H -2.379 6.730 -2.943
H -1.297 5.903 -5.006
H -0.192 3.684 -5.013
H -0.186 2.319 -2.946
```

Results
- Gap between HOMO and LUMO (spin up / spin down): 6.75 / 6.74 eV
- Charge: -1
- Electronic energy: -4296.6848 a.u.
- Energy above the lowest of the compared OMol25 structures with the same formula, charge and spin: 63.3 kcal per mole
- E_HOMO (spin up / spin down): -4.9 / -4.9 eV
- 2S+1: 1

natural (NBO) atomic charge list, values in e, 8 entries:
1. Ir 1.1935
2. O -0.6946
3. C 0.4343
4. C -0.3095
5. C -0.1776
6. C -0.2752
7. C -0.1325
8. C -0.2497

Entry 4:
The following is a DFT calculation (ωB97M-V with the def2-TZVPD basis set) of a molecular structure, C28H18Cl2N6O2Se2Sn at a distorted geometry.

The geometry in XYZ format:
```
59
C28H18Cl2N6O2Se2Sn | OMol25 | ωB97M-V with the def2-TZVPD basis set
Sn -0.712 -0.865 -1.353
Cl -6.095 3.063 0.910
C -4.543 2.603 0.413
C -4.328 1.293 0.023
C -3.069 0.866 -0.396
N -2.736 -0.432 -0.739
C -3.671 -1.458 -0.656
O -4.857 -1.335 -0.464
C -3.103 -2.846 -0.794
C -3.946 -3.943 -0.751
C -3.387 -5.205 -0.871
C -2.015 -5.327 -1.038
C -1.248 -4.178 -1.079
N -1.785 -2.964 -0.946
C -1.999 1.851 -0.475
C -2.254 3.180 -0.038
C -3.479 3.555 0.407
Cl -3.741 5.152 0.953
N -0.805 1.450 -0.947
C -0.015 2.447 -1.582
O -0.535 3.399 -2.118
C 1.461 2.302 -1.634
C 2.160 3.288 -2.337
C 3.527 3.316 -2.508
C 4.396 2.312 -1.881
C 3.678 1.179 -1.198
N 1.878 1.046 0.470
H -5.155 0.607 0.043
H -5.008 -3.786 -0.629
H -4.015 -6.085 -0.844
H -1.545 -6.294 -1.146
H -0.175 -4.223 -1.236
H -1.460 3.909 -0.055
H 1.563 4.066 -2.792
H 3.976 4.091 -3.113
H 5.327 2.069 -2.375
H 4.187 0.225 -1.251
Se 3.993 -1.876 1.542
Se 2.139 -2.458 0.263
C 0.737 -2.012 1.522
C 0.781 -2.493 2.818
C -0.212 -2.103 3.703
C -1.208 -1.252 3.255
C -1.193 -0.849 1.933
N -0.241 -1.222 1.066
C 3.904 0.026 1.336
C 5.130 0.830 1.474
C 5.378 1.829 0.620
C 4.346 2.239 -0.368
C 2.183 1.135 -1.064
N 2.770 0.538 1.072
H 1.575 -3.157 3.128
H -0.205 -2.461 4.724
H -1.996 -0.909 3.910
H -1.968 -0.201 1.551
H 5.842 0.512 2.225
H 6.308 2.380 0.706
H 3.676 2.994 0.039
H 1.788 0.182 -1.428
```

Results
- Gap between HOMO and LUMO: 3.48 eV
- Charge: +2
- Electronic energy: -7493.6841 a.u.
- Energy above the lowest of the compared OMol25 structures with the same formula, charge and spin: 140.1 kcal per mole
- E_HOMO: -12.1 eV
- 2S+1: 1

natural (NBO) atomic charge list, values in e, 8 entries:
1. Sn 1.3280
2. Cl 0.1501
3. C 0.0225
4. C -0.2942
5. C 0.1912
6. N -0.8081
7. C 0.6454
8. O -0.5400

Entry 5:
The following is a DFT calculation (ωB97M-V with the def2-TZVPD basis set) of a molecular structure, C28H18CrF3N7O9STe.

The geometry in XYZ format:
```
68
C28H18CrF3N7O9STe | OMol25 | ωB97M-V with the def2-TZVPD basis set
Cr 0.810 0.359 0.075
O 1.837 3.245 2.587
C 1.165 2.363 2.085
O 1.210 2.057 0.824
C 0.173 1.616 2.962
C 0.077 2.051 4.266
C -0.842 1.495 5.147
C -1.695 0.488 4.738
C -1.579 0.028 3.450
C -0.665 0.559 2.497
O -0.670 0.102 1.293
N -2.462 -1.081 3.079
O -1.994 -2.007 2.453
O -3.622 -1.022 3.460
N -0.922 1.973 6.516
O -1.747 1.460 7.258
O -0.164 2.860 6.865
H 0.733 2.849 4.581
H -2.424 0.063 5.411
F 4.387 -4.655 -0.115
C 4.587 -4.057 1.124
F 4.348 -5.069 2.001
F 5.918 -3.811 1.164
C 3.765 -2.874 1.358
C 4.248 -1.556 1.138
C 3.387 -0.503 1.185
N 2.031 -0.631 1.402
C 1.592 -1.904 1.716
C 2.391 -3.003 1.698
H 5.298 -1.376 0.946
H 3.732 0.509 1.015
H 0.534 -1.996 1.930
H 1.966 -3.967 1.946
N -3.688 1.816 -5.646
C -3.046 1.804 -4.694
C -2.215 1.640 -3.527
C -1.074 2.407 -3.331
C -0.279 2.107 -2.239
N -0.571 1.130 -1.372
C -1.688 0.418 -1.548
C -2.538 0.641 -2.613
H -0.831 3.234 -3.990
H 0.624 2.666 -2.034
H -1.879 -0.364 -0.823
H -3.428 0.041 -2.738
Te -1.820 6.089 -4.639
C -3.537 5.114 -3.910
C -3.737 4.480 -2.709
C -5.036 3.914 -2.558
C -5.828 4.119 -3.647
S -4.978 5.004 -4.850
H -2.969 4.436 -1.948
H -5.361 3.380 -1.674
H -6.844 3.792 -3.800
C 1.364 -4.989 -1.568
N 1.587 -3.560 -1.699
C 2.719 -3.067 -2.262
C 2.986 -1.747 -2.314
C 2.058 -0.896 -1.636
O 2.253 0.337 -1.387
N 0.918 -1.388 -1.118
C 0.614 -2.716 -1.128
O -0.412 -3.198 -0.689
H 2.191 -5.515 -2.040
H 0.422 -5.267 -2.037
H 1.316 -5.262 -0.515
H 3.405 -3.809 -2.647
H 3.900 -1.354 -2.726
```

Results
- Gap between HOMO and LUMO (spin up / spin down): 5.05 / 5.19 eV
- Charge: -2
- Electronic energy: -4148.6363 a.u.
- Energy above the lowest of the compared OMol25 structures with the same formula, charge and spin: 0.5 kcal per mole
- E_HOMO (spin up / spin down): -1.5 / -1.7 eV
- 2S+1: 5

natural (NBO) atomic charge list, values in e, 8 entries:
1. Cr 1.3217
2. O -0.6397
3. C 0.8039
4. O -0.7228
5. C -0.2652
6. C -0.0952
7. C -0.0675
8. C -0.1306

Entry 6:
The following is a DFT calculation (ωB97M-V with the def2-TZVPD basis set) of a molecular structure, C28H18N7O7ReS2SbSe4 at a distorted geometry.

The geometry in XYZ format:
```
68
C28H18N7O7ReS2SbSe4 | OMol25 | ωB97M-V with the def2-TZVPD basis set
Re -1.017 -1.164 1.151
S -1.769 -3.236 1.331
C -0.378 -4.280 1.209
C -0.528 -5.640 0.904
C 0.581 -6.446 0.833
C 0.425 -7.840 0.488
N 0.294 -8.950 0.221
C 1.861 -5.902 1.091
C 2.004 -4.573 1.412
C 0.875 -3.738 1.472
S 0.997 -2.074 1.955
C 3.036 -6.740 1.008
N 3.972 -7.402 0.929
H -1.510 -6.055 0.714
H 2.989 -4.173 1.615
Se -7.543 0.647 1.617
Sb -5.857 1.970 0.736
Se -3.541 -0.576 1.411
Se -2.502 -0.226 -0.613
Se -3.818 1.477 2.432
O -0.270 1.111 1.261
C -0.429 0.968 2.481
O -0.657 -0.227 2.919
C -0.346 2.092 3.448
C -0.501 1.874 4.810
C -0.442 2.962 5.655
C -0.236 4.251 5.204
C -0.088 4.418 3.841
C -0.133 3.370 2.950
N 0.116 5.792 3.314
O 0.193 6.692 4.123
O 0.228 5.907 2.107
N -0.618 2.745 7.116
O -0.795 1.600 7.484
O -0.552 3.723 7.830
H -0.668 0.884 5.208
H -0.195 5.087 5.885
H -0.018 3.541 1.890
C -2.928 1.683 -4.702
C -1.430 1.645 -4.536
C -0.799 2.305 -3.483
C 0.582 2.292 -3.340
C 1.360 1.577 -4.240
N 2.784 1.474 -4.132
C 3.531 1.386 -2.975
O 4.683 1.733 -2.901
N 2.849 0.900 -1.845
C 1.935 -0.151 -1.814
C 1.800 -1.109 -2.822
C 0.839 -2.090 -2.701
C 0.029 -2.128 -1.582
N 0.181 -1.223 -0.610
C 1.103 -0.250 -0.714
C 0.748 0.924 -5.302
C -0.631 0.970 -5.450
H -3.398 2.265 -3.909
H -3.353 0.677 -4.687
H -3.203 2.135 -5.656
H -1.395 2.870 -2.774
H 1.048 2.840 -2.534
H 3.330 1.758 -4.929
H 3.327 1.129 -0.989
H 2.458 -1.081 -3.679
H 0.713 -2.839 -3.470
H -0.741 -2.870 -1.448
H 1.156 0.470 0.089
H 1.354 0.377 -6.015
H -1.092 0.464 -6.292
```

Results
- Gap between HOMO and LUMO: 6.15 eV
- Charge: +1
- Electronic energy: -12708.1450 a.u.
- Energy above the lowest of the compared OMol25 structures with the same formula, charge and spin: 0.0 kcal per mole
- E_HOMO: -11.4 eV
- 2S+1: 1

natural (NBO) atomic charge list, values in e, 8 entries:
1. Re 0.5529
2. S 0.3381
3. C -0.2536
4. C -0.1321
5. C -0.1188
6. C 0.2395
7. N -0.2218
8. C -0.1073

Entry 7:
The following is a DFT calculation (ωB97M-V with the def2-TZVPD basis set) of a molecular structure, C28H18N7O7ReS2SbSe4.

The geometry in XYZ format:
```
68
C28H18N7O7ReS2SbSe4 | OMol25 | ωB97M-V with the def2-TZVPD basis set
Re 0.631 1.460 -0.969
S 1.753 3.166 -2.156
C 0.998 4.664 -1.591
C 1.627 5.890 -1.703
C 0.910 7.040 -1.390
C 1.558 8.318 -1.482
N 2.089 9.334 -1.546
C -0.436 6.945 -1.001
C -1.062 5.705 -0.910
C -0.335 4.562 -1.195
S -1.062 2.954 -0.992
C -1.185 8.130 -0.687
N -1.788 9.075 -0.442
H 2.656 5.971 -2.030
H -2.099 5.652 -0.607
Se 4.879 -1.355 -1.953
Sb 3.916 0.495 -2.973
Se 2.924 2.321 -0.496
Se 1.338 0.039 -2.710
Se 4.407 2.155 -4.518
O 2.899 0.832 1.464
C 1.744 0.566 1.706
O 0.746 0.720 0.823
C 1.294 0.041 3.019
C -0.050 -0.187 3.283
C -0.400 -0.720 4.505
C 0.522 -0.998 5.494
C 1.848 -0.741 5.199
C 2.260 -0.234 3.984
N 2.872 -1.036 6.231
O 2.475 -1.485 7.281
O 4.024 -0.809 5.936
N -1.830 -1.026 4.745
O -2.596 -0.815 3.822
O -2.130 -1.462 5.828
H -0.821 0.039 2.565
H 0.225 -1.411 6.446
H 3.309 -0.061 3.793
C 1.677 -3.282 -3.756
C 0.553 -3.648 -2.826
C 0.667 -3.463 -1.452
C -0.370 -3.792 -0.590
C -1.566 -4.278 -1.097
N -2.674 -4.556 -0.248
C -3.064 -3.857 0.862
O -3.699 -4.342 1.769
N -2.662 -2.517 0.907
C -2.455 -1.663 -0.174
C -3.176 -1.745 -1.360
C -2.858 -0.879 -2.388
C -1.842 0.038 -2.225
N -1.138 0.120 -1.082
C -1.450 -0.713 -0.082
C -1.690 -4.488 -2.465
C -0.636 -4.188 -3.313
H 2.619 -3.179 -3.217
H 1.474 -2.334 -4.261
H 1.810 -4.037 -4.530
H 1.596 -3.081 -1.043
H -0.249 -3.670 0.480
H -3.058 -5.489 -0.265
H -2.776 -2.113 1.825
H -3.966 -2.475 -1.465
H -3.397 -0.908 -3.324
H -1.570 0.717 -3.020
H -0.847 -0.662 0.806
H -2.618 -4.882 -2.863
H -0.744 -4.369 -4.376
```

Results
- Gap between HOMO and LUMO: 5.83 eV
- Charge: +1
- Electronic energy: -12708.1215 a.u.
- Energy above the lowest of the compared OMol25 structures with the same formula, charge and spin: 14.7 kcal per mole
- E_HOMO: -11.4 eV
- 2S+1: 1

natural (NBO) atomic charge list, values in e, 8 entries:
1. Re 0.5686
2. S 0.3690
3. C -0.1483
4. C -0.1526
5. C -0.1072
6. C 0.2400
7. N -0.2045
8. C -0.0753